Record 1
Molecular formula: C38H24F9I2N7OPPb
Method: DFT, wB97M-V/def2-TZVPD

## Properties
* HOMO: -10.51 eV
* frontier orbital gap: 7.6 eV
* LUMO energy: -2.87 eV
* energy: -107468.05037 eV

The geometry in ORCA input format:
```
! RIJCOSX wB97M-V def2-TZVPD def2/J DEFGRID3
* xyz 1 1
Pb -0.5865 1.3062 0.1869
N 0.6578 -0.4641 2.8943
C -0.5064 -1.0184 2.5252
N -0.8922 -2.0628 3.2771
C -2.1034 -2.5304 3.0242
N -2.5864 -3.5061 3.8000
N -2.8684 -2.0390 2.0476
C -2.3257 -1.1751 1.0385
N -1.1715 -0.4868 1.4920
C -1.7723 -1.4919 -1.4198
C -2.3209 -2.0429 -2.5824
C -1.9965 -1.5126 -3.8119
C -1.1449 -0.4191 -3.8889
C -0.7062 0.1161 -2.7062
N -1.0023 -0.3915 -1.4950
H 1.1282 -0.8665 3.6862
H 1.0985 0.2776 2.3780
H -2.0111 -3.8134 4.5653
H -3.5038 -3.8925 3.6836
H -3.0325 -2.8509 -2.5086
H -2.4316 -1.9345 -4.7094
H -0.8583 0.0274 -4.8292
H -0.0850 1.0101 -2.7075
I -5.3155 3.0331 -1.2662
C -5.0094 1.1951 -0.3494
C -6.0854 0.3451 -0.1516
C -5.9077 -0.8997 0.4587
I -7.5038 -2.1989 0.7342
C -4.6449 -1.2480 0.8620
C -4.1534 -2.5291 1.5220
C -3.7570 -3.6000 0.5217
C -2.6964 -3.3308 -0.2336
N -2.0130 -2.0867 -0.1771
C -3.5677 -0.3944 0.6440
C -3.6915 0.8489 0.0348
O -2.6751 1.6742 -0.1767
H -7.0731 0.6549 -0.4663
H -4.8253 -2.8853 2.2984
H -4.2333 -4.5710 0.5031
H -2.2834 -4.0534 -0.9264
F 9.4220 -0.0535 1.2745
C 8.8044 1.0720 0.8890
F 9.3617 1.4492 -0.2701
F 9.0743 2.0157 1.7955
C 7.3232 0.8473 0.7295
C 6.8942 -0.1571 -0.1375
C 5.5431 -0.3846 -0.3076
C 4.6069 0.3863 0.3891
C 5.0480 1.3807 1.2483
C 6.4123 1.6170 1.4192
P 2.8023 0.1235 0.1819
C 2.5642 -1.6561 0.5354
C 3.3685 -2.2963 1.4785
C 3.0379 -3.5628 1.9421
C 1.8926 -4.1941 1.4767
C 1.0845 -3.5707 0.5431
C 1.4189 -2.3072 0.0791
C 1.4903 -5.5320 2.0350
F 2.5505 -6.2564 2.4036
F 0.7105 -5.3855 3.1212
F 0.7907 -6.2498 1.1469
C 2.6713 0.2775 -1.6397
C 2.6447 -0.7859 -2.5393
C 2.6054 -0.5481 -3.9058
C 2.5910 0.7541 -4.3822
C 2.6130 1.8256 -3.5012
C 2.6466 1.5837 -2.1331
C 2.5084 0.9841 -5.8689
F 2.8228 2.2358 -6.2033
F 1.2565 0.7556 -6.3232
F 3.3168 0.1608 -6.5420
H 7.6227 -0.7525 -0.6745
H 5.2136 -1.1643 -0.9852
H 4.3300 1.9843 1.7921
H 6.7553 2.3941 2.0883
H 4.2569 -1.8080 1.8633
H 3.6682 -4.0564 2.6710
H 0.1904 -4.0655 0.1848
H 0.7544 -1.8132 -0.6219
H 2.6875 -1.8067 -2.1821
H 2.6062 -1.3776 -4.6034
H 2.6178 2.8392 -3.8803
H 2.6842 2.4231 -1.4445
*
```

=====

Record 2
Molecular formula: C24H40N5OPbS3Si
Method: DFT, wB97M-V/def2-TZVPD

## Properties
* energy above the lowest of the compared OMol25 structures with the same formula, charge and spin: 0.000 eV
* HOMO: -10.14 eV
* frontier orbital gap: 8.2 eV
* LUMO energy: -1.97 eV
* energy: -80665.19047 eV

The geometry in ORCA input format:
```
! RIJCOSX wB97M-V def2-TZVPD def2/J DEFGRID3
* xyz 1 1
Pb 0.4893 -0.7072 -0.8891
C -4.8546 -4.3367 -3.4995
Si -4.4145 -3.7957 -1.7641
C -5.9629 -3.5188 -0.7532
C -3.3846 -5.1214 -0.9541
C -3.5896 -2.0905 -1.9442
C -4.3686 -1.1172 -2.5648
C -3.9060 0.1757 -2.7801
C -2.6325 0.4754 -2.3540
N -1.8590 -0.4252 -1.7476
C -2.3081 -1.6785 -1.5415
S -1.1480 -2.7175 -0.7242
H -5.3899 -5.2887 -3.4733
H -3.9557 -4.4755 -4.1039
H -5.4926 -3.6133 -4.0108
H -6.5250 -4.4509 -0.6597
H -6.6256 -2.7774 -1.2037
H -5.7129 -3.1759 0.2530
H -3.9848 -6.0356 -0.9299
H -3.1135 -4.8667 0.0705
H -2.4691 -5.3311 -1.5071
H -5.3707 -1.3700 -2.8957
H -4.5179 0.9240 -3.2630
H -2.2008 1.4602 -2.4893
C 0.9588 -1.3149 4.3708
C 0.2717 0.0405 4.4152
N 0.8748 1.0044 3.4940
C 0.6130 1.0937 2.1901
S -0.6050 0.1024 1.4801
N 1.2993 1.9623 1.4529
C 2.3785 2.8162 1.9276
C 1.8840 4.0758 2.6301
H 0.5150 -1.9843 5.1081
H 2.0254 -1.2216 4.5829
H 0.8331 -1.7564 3.3819
H 0.3345 0.4806 5.4097
H -0.7827 -0.0560 4.1646
H 1.5935 1.6013 3.8698
H 1.0135 2.0849 0.4841
H 2.9620 3.0843 1.0473
H 3.0447 2.2339 2.5717
H 1.2739 4.6720 1.9520
H 2.7272 4.6835 2.9580
H 1.2740 3.8401 3.5030
N 2.4748 -3.8985 2.0875
C 1.6156 -3.5058 1.1157
N 1.8478 -2.2913 0.6970
C 2.9338 -1.8414 1.4408
C 3.5926 -0.6130 1.4241
C 4.6368 -0.4355 2.3093
C 5.0297 -1.4525 3.1954
C 4.3911 -2.6762 3.2182
C 3.3387 -2.8456 2.3253
H 2.4741 -4.7957 2.5411
H 0.8283 -4.1447 0.7459
H 3.2977 0.1696 0.7356
H 5.1802 0.5006 2.3148
H 5.8580 -1.2747 3.8676
H 4.6979 -3.4602 3.8975
C -0.4574 5.6194 -3.1738
C 0.0583 4.7652 -2.0262
S 0.3478 3.0506 -2.4920
O 1.0281 2.4250 -1.2988
C 1.6381 3.2562 -3.7347
C 2.8679 3.9999 -3.2477
H -0.7676 6.5923 -2.7959
H -1.3220 5.1617 -3.6563
H 0.3100 5.7881 -3.9288
H -0.6777 4.6851 -1.2241
H 0.9869 5.1393 -1.5940
H 1.1651 3.7226 -4.6007
H 1.8738 2.2270 -4.0120
H 2.6767 5.0656 -3.1247
H 3.6729 3.8917 -3.9733
H 3.2107 3.5912 -2.2975
*
```

=====

Record 3
Molecular formula: C2H2BrCl3
Method: DFT, wB97M-V/def2-TZVPD

## Properties
* energy above the lowest of the compared OMol25 structures with the same formula, charge and spin: 3.755 eV
* HOMO (alpha / beta): -8.85 / -8.89 eV
* frontier orbital gap (alpha / beta): 8.0 / 8.0 eV
* LUMO energy (alpha / beta): -0.83 / -0.85 eV
* energy: -109712.18873 eV

The geometry in ORCA input format:
```
! RIJCOSX wB97M-V def2-TZVPD def2/J DEFGRID3
* xyz 0 1
C 1.8609 0.7522 -1.3236
C -1.1217 1.0118 0.2455
Cl 2.3619 2.3346 -1.2742
Cl 1.6786 -0.1400 0.1253
Cl -1.7802 2.2027 1.2512
Br -2.5033 -0.3423 -0.3414
H 2.2969 0.1595 -2.1321
H -0.4944 1.4148 -0.6825
*
```

=====

Record 4
Molecular formula: C21H50N4O24P2S6
Method: DFT, wB97M-V/def2-TZVPD

## Properties
* structure (SMILES): CCOP(=O)(CC[C@@H](CN[PH2]=S)OCCC(N)(N)N)OCC.O=S1(=O)OCCO1.O=S1(=O)OCCO1.O=S1(=O)OCCO1.O=S1(=O)OCCO1.O=S1(=O)OCCO1
* energy above the lowest of the compared OMol25 structures with the same formula, charge and spin: 1.683 eV
* HOMO: -8.81 eV
* frontier orbital gap: 8.9 eV
* LUMO energy: 0.12 eV
* energy: -161272.04508 eV

The geometry in ORCA input format:
```
! RIJCOSX wB97M-V def2-TZVPD def2/J DEFGRID3
* xyz 0 1
C 3.3478 1.2848 -2.8644
C 3.3412 -0.1805 -3.4573
O 1.9707 -0.6816 -3.3869
P 1.6160 -1.2871 -1.8798
O 2.6784 -1.0288 -0.8690
C 0.0254 -0.5063 -1.3614
C 0.1963 0.9478 -0.7446
C -1.0429 1.8595 -1.1567
C -2.2991 1.6236 -0.2150
N -2.2096 0.4116 0.6544
P -3.2260 -0.8762 0.0601
S -3.6435 -1.9944 1.6052
O -0.5734 3.2028 -1.1955
C -1.5074 4.0921 -1.8211
C -1.0797 4.6110 -3.2333
C -1.0244 3.4878 -4.3555
N -1.0502 4.1991 -5.6830
N -2.1801 2.5810 -4.3380
N 0.2797 2.8046 -4.2349
O 1.3573 -2.9165 -2.1460
C 0.8352 -3.5754 -0.9721
C 0.6936 -5.1134 -1.3546
H 4.0331 1.9686 -3.4155
H 2.2898 1.6536 -2.9534
H 3.5620 1.2320 -1.7639
H 3.6197 -0.0833 -4.5419
H 4.0755 -0.8659 -2.9766
H -0.6613 -0.4744 -2.2459
H -0.4818 -1.1196 -0.5750
H 1.1502 1.4338 -1.0811
H 0.2849 0.8169 0.3591
H -1.3235 1.5313 -2.1907
H -2.5200 2.5696 0.3452
H -3.1753 1.4557 -0.8981
H -2.5064 0.6685 1.5965
H -2.5351 -1.6469 -0.9197
H -4.4016 -0.3556 -0.5703
H -1.5739 5.0013 -1.1547
H -2.5502 3.6978 -1.9079
H -1.9009 5.3156 -3.5662
H -0.1495 5.2394 -3.2257
H -0.3582 3.7267 -6.2731
H -0.7525 5.1598 -5.4912
H -2.9293 2.9137 -4.9433
H -1.8562 1.7026 -4.7633
H 0.1910 1.8449 -3.8971
H 0.8999 3.3138 -3.6052
H -0.1940 -3.2343 -0.6845
H 1.4920 -3.4505 -0.0716
H 1.4875 -5.3244 -2.1182
H 0.8702 -5.7715 -0.4615
H -0.3379 -5.2597 -1.7592
C 3.2036 8.7314 -2.9703
C 3.4581 8.3954 -1.5142
O 2.2781 7.7110 -1.0854
S 1.6675 6.8797 -2.3249
O 2.1080 5.5326 -2.2245
O 0.2999 7.2323 -2.4666
O 2.5098 7.5981 -3.4984
H 2.5538 9.6046 -3.0677
H 4.1261 8.9043 -3.5218
H 3.6312 9.2813 -0.9066
H 4.3038 7.7112 -1.4073
C -2.3576 -2.3599 5.0310
C -1.0757 -2.8411 4.3810
O -0.2032 -3.1427 5.4710
S -1.0741 -3.6717 6.7240
O -1.0370 -5.0857 6.7206
O -0.7296 -2.9002 7.8665
O -2.5277 -3.1843 6.1858
H -2.2658 -1.3220 5.3632
H -3.2149 -2.4526 4.3680
H -0.6323 -2.0893 3.7309
H -1.2403 -3.7605 3.8128
C 3.5166 -7.6310 7.3139
C 3.7297 -6.5187 6.3030
O 2.4753 -6.3893 5.6318
S 1.2810 -6.7369 6.6633
O 0.7679 -5.5232 7.1832
O 0.4501 -7.7235 6.0684
O 2.1885 -7.4432 7.8052
H 3.5682 -8.6134 6.8369
H 4.2337 -7.5882 8.1323
H 4.5222 -6.7465 5.5938
H 3.9486 -5.5689 6.7983
C 3.3512 -2.1273 1.9381
C 4.6455 -2.6141 1.3244
O 5.4709 -2.9625 2.4424
S 4.5376 -3.5040 3.6422
O 4.5352 -4.9263 3.6030
O 4.8523 -2.7742 4.8187
O 3.1261 -2.9819 3.0672
H 3.4461 -1.1013 2.3014
H 2.5194 -2.1875 1.2428
H 5.1259 -1.8553 0.7114
H 4.4863 -3.5157 0.7267
C -8.0204 1.4937 -3.2879
C -8.2994 1.6388 -1.8058
O -7.2018 0.9846 -1.1627
S -5.8778 1.1603 -2.0633
O -5.1277 2.2481 -1.5449
O -5.3169 -0.1303 -2.2886
O -6.6038 1.6482 -3.4160
H -8.2883 0.4969 -3.6464
H -8.5409 2.2430 -3.8814
H -9.2436 1.1842 -1.5132
H -8.2926 2.6886 -1.5019
*
```

=====

Record 5
Molecular formula: C3H3NOS
Method: DFT, wB97M-V/def2-TZVPD

## Properties
* energy above the lowest of the compared OMol25 structures with the same formula, charge and spin: 3.969 eV
* HOMO (alpha / beta): -9.30 / -7.74 eV
* frontier orbital gap (alpha / beta): 8.7 / 5.7 eV
* LUMO energy (alpha / beta): -0.60 / -2.08 eV
* energy: -17527.97164 eV

The geometry in ORCA input format:
```
! RIJCOSX wB97M-V def2-TZVPD def2/J DEFGRID3
* xyz 0 1
C 0.5023 -0.9944 0.0472
C 1.8010 -0.6225 0.0226
C -1.1442 0.8099 0.0203
N -0.7246 -0.5073 0.0343
O 2.8838 -0.3119 -0.0073
S -0.1644 2.2681 -0.0041
H 0.6057 -2.1136 -0.2247
H -1.9710 0.7252 -0.7185
H -1.7885 0.7465 0.8303
*
```

=====

Record 6
Molecular formula: C4H5I2O2
Method: DFT, wB97M-V/def2-TZVPD

## Properties
* energy above the lowest of the compared OMol25 structures with the same formula, charge and spin: 2.506 eV
* HOMO: -3.13 eV
* frontier orbital gap: 5.7 eV
* LUMO energy: 2.62 eV
* energy: -24525.11175 eV

The geometry in ORCA input format:
```
! RIJCOSX wB97M-V def2-TZVPD def2/J DEFGRID3
* xyz -1 1
C -0.9457 0.0805 0.6359
C 2.1912 0.6703 -0.9226
C -0.4862 0.9589 1.6543
C 2.2751 -0.2949 -0.0408
O -1.7449 0.3685 -0.2876
O -0.3994 -1.1920 0.5442
I -1.3183 2.8764 1.9240
I 3.4868 -1.9732 -0.4468
H 2.4505 0.8183 -1.9634
H -0.8801 -1.5748 -0.1828
H 1.5304 1.4005 -0.4800
H -0.0919 0.3488 2.4720
H 1.7303 -0.3083 0.9020
*
```

=====

Repeat the fifth record exactly.
Molecular formula: C3H3NOS
Method: DFT, wB97M-V/def2-TZVPD

## Properties
* energy above the lowest of the compared OMol25 structures with the same formula, charge and spin: 3.969 eV
* HOMO (alpha / beta): -9.30 / -7.74 eV
* frontier orbital gap (alpha / beta): 8.7 / 5.7 eV
* LUMO energy (alpha / beta): -0.60 / -2.08 eV
* energy: -17527.97164 eV

The geometry in ORCA input format:
```
! RIJCOSX wB97M-V def2-TZVPD def2/J DEFGRID3
* xyz 0 1
C 0.5023 -0.9944 0.0472
C 1.8010 -0.6225 0.0226
C -1.1442 0.8099 0.0203
N -0.7246 -0.5073 0.0343
O 2.8838 -0.3119 -0.0073
S -0.1644 2.2681 -0.0041
H 0.6057 -2.1136 -0.2247
H -1.9710 0.7252 -0.7185
H -1.7885 0.7465 0.8303
*
```

=====

Please write out number 2 again, unchanged.
Molecular formula: C24H40N5OPbS3Si
Method: DFT, wB97M-V/def2-TZVPD

## Properties
* energy above the lowest of the compared OMol25 structures with the same formula, charge and spin: 0.000 eV
* HOMO: -10.14 eV
* frontier orbital gap: 8.2 eV
* LUMO energy: -1.97 eV
* energy: -80665.19047 eV

The geometry in ORCA input format:
```
! RIJCOSX wB97M-V def2-TZVPD def2/J DEFGRID3
* xyz 1 1
Pb 0.4893 -0.7072 -0.8891
C -4.8546 -4.3367 -3.4995
Si -4.4145 -3.7957 -1.7641
C -5.9629 -3.5188 -0.7532
C -3.3846 -5.1214 -0.9541
C -3.5896 -2.0905 -1.9442
C -4.3686 -1.1172 -2.5648
C -3.9060 0.1757 -2.7801
C -2.6325 0.4754 -2.3540
N -1.8590 -0.4252 -1.7476
C -2.3081 -1.6785 -1.5415
S -1.1480 -2.7175 -0.7242
H -5.3899 -5.2887 -3.4733
H -3.9557 -4.4755 -4.1039
H -5.4926 -3.6133 -4.0108
H -6.5250 -4.4509 -0.6597
H -6.6256 -2.7774 -1.2037
H -5.7129 -3.1759 0.2530
H -3.9848 -6.0356 -0.9299
H -3.1135 -4.8667 0.0705
H -2.4691 -5.3311 -1.5071
H -5.3707 -1.3700 -2.8957
H -4.5179 0.9240 -3.2630
H -2.2008 1.4602 -2.4893
C 0.9588 -1.3149 4.3708
C 0.2717 0.0405 4.4152
N 0.8748 1.0044 3.4940
C 0.6130 1.0937 2.1901
S -0.6050 0.1024 1.4801
N 1.2993 1.9623 1.4529
C 2.3785 2.8162 1.9276
C 1.8840 4.0758 2.6301
H 0.5150 -1.9843 5.1081
H 2.0254 -1.2216 4.5829
H 0.8331 -1.7564 3.3819
H 0.3345 0.4806 5.4097
H -0.7827 -0.0560 4.1646
H 1.5935 1.6013 3.8698
H 1.0135 2.0849 0.4841
H 2.9620 3.0843 1.0473
H 3.0447 2.2339 2.5717
H 1.2739 4.6720 1.9520
H 2.7272 4.6835 2.9580
H 1.2740 3.8401 3.5030
N 2.4748 -3.8985 2.0875
C 1.6156 -3.5058 1.1157
N 1.8478 -2.2913 0.6970
C 2.9338 -1.8414 1.4408
C 3.5926 -0.6130 1.4241
C 4.6368 -0.4355 2.3093
C 5.0297 -1.4525 3.1954
C 4.3911 -2.6762 3.2182
C 3.3387 -2.8456 2.3253
H 2.4741 -4.7957 2.5411
H 0.8283 -4.1447 0.7459
H 3.2977 0.1696 0.7356
H 5.1802 0.5006 2.3148
H 5.8580 -1.2747 3.8676
H 4.6979 -3.4602 3.8975
C -0.4574 5.6194 -3.1738
C 0.0583 4.7652 -2.0262
S 0.3478 3.0506 -2.4920
O 1.0281 2.4250 -1.2988
C 1.6381 3.2562 -3.7347
C 2.8679 3.9999 -3.2477
H -0.7676 6.5923 -2.7959
H -1.3220 5.1617 -3.6563
H 0.3100 5.7881 -3.9288
H -0.6777 4.6851 -1.2241
H 0.9869 5.1393 -1.5940
H 1.1651 3.7226 -4.6007
H 1.8738 2.2270 -4.0120
H 2.6767 5.0656 -3.1247
H 3.6729 3.8917 -3.9733
H 3.2107 3.5912 -2.2975
*
```

=====

energy of number 3 (C2H2BrCl3)? -109712.18873 eV